Density functional theory data (the ωB97M-V functional and the def2-TZVPD basis) for an isolated molecule of C3H2N2O2 in a non-equilibrium geometry.

Output
SMILES string: O=C1C=NNC1=O
Energy relative to the best compared isomer or geometry (same formula, charge and spin), kJ/mol: 111.9
Orbital gap, eV: 8.477
Maximum force, eV/Å: 1.2

Last column: Mulliken charge in e.
Cartesian coordinates (Å):
O (-1.4509, 1.7663, 0.0053)  -0.480
C (-0.6212, 0.8899, -0.0189)  0.752
C (0.8757, 0.9558, 0.0015)  -0.295
N (1.3939, -0.2229, 0.0040)  -0.540
N (0.4027, -1.1698, -0.0109)  0.143
C (-0.8709, -0.6541, -0.0224)  0.265
O (-1.9175, -1.2496, 0.0076)  -0.521
H (1.5061, 1.8339, -0.0020)  0.435
H (0.6820, -2.1495, 0.0359)  0.240

---

Density functional theory data (the ωB97M-V functional and the def2-TZVPD basis) for a cluster of 2 separate species, C2H8N2O2 in total.

Output
SMILES string: CNC(N)=O.O
Energy relative to the best compared isomer or geometry (same formula, charge and spin), kJ/mol: 34.0
Orbital gap, eV: 10.430
Maximum force, eV/Å: 0.8

Last column: Mulliken charge in e.
Cartesian coordinates (Å):
C (-0.1370, 0.9865, 1.3326)  -0.749
N (0.3305, 0.7023, -0.0097)  -0.307
C (-0.5460, 0.3106, -1.0157)  0.584
N (-0.0670, 0.5381, -2.2692)  -0.403
O (-1.6700, -0.1051, -0.8090)  -0.603
H (-0.0027, 0.1967, 2.0672)  0.217
H (-1.2050, 1.1727, 1.2349)  0.307
H (0.3445, 1.9010, 1.6646)  0.294
H (1.2848, 0.4141, -0.1569)  0.280
H (0.8664, 0.8867, -2.4329)  0.185
H (-0.6019, 0.2443, -3.0681)  0.225
O (0.6552, -2.6698, 0.9637)  -0.659
H (0.1905, -1.9188, 0.5814)  0.324
H (0.5577, -2.6594, 1.9171)  0.304

---

Density functional theory data (the ωB97M-V functional and the def2-TZVPD basis) for a cluster of 2 separate species, CH5O2 in total in a non-equilibrium geometry.

Output
Total charge: -1
Energy relative to the best compared isomer or geometry (same formula, charge and spin), kJ/mol: 36.4
Orbital gap, eV: 7.954
Maximum force, eV/Å: 2.4

Last column: Mulliken charge in e.
Cartesian coordinates (Å):
C (-1.0005, 0.8143, -0.6007)  -0.436
O (-0.8098, -0.0984, 0.4218)  -0.781
H (-0.4038, 0.6977, -1.5263)  0.157
H (-2.1250, 0.6486, -0.8384)  0.124
H (-0.7359, 1.8645, -0.2392)  0.131
H (1.7986, -0.8277, -0.5642)  0.218
H (0.5138, -0.5654, 0.5085)  0.412
O (1.6792, -0.7395, 0.3612)  -0.825

---

Density functional theory data (the ωB97M-V functional and the def2-TZVPD basis) for the ion C2H6N3O2 with charge +1 in a non-equilibrium geometry.

Output
Total charge: +1
Energy relative to the best compared isomer or geometry (same formula, charge and spin), kJ/mol: 325.2
Orbital gap, eV: 8.434
Maximum force, eV/Å: 4.8

Last column: Mulliken charge in e.
Cartesian coordinates (Å):
C (0.1464, 0.5565, -0.8360)  0.468
C (-1.0257, -1.2614, 2.0188)  0.379
N (0.2826, -0.4640, 0.2279)  -0.223
N (-0.9482, 1.1546, -0.8889)  -0.572
N (1.3507, 0.8955, -1.3398)  -0.443
O (-0.7950, -0.4343, 1.0212)  -0.155
O (-2.1441, -1.1356, 2.5313)  -0.341
H (-0.5604, -2.1128, 2.4225)  0.449
H (0.9245, -1.2294, 0.2773)  0.244
H (-1.0759, 1.9836, -1.4463)  0.251
H (2.1976, 0.4776, -1.6005)  0.234
H (1.3238, 1.5925, -2.1122)  0.255
H (-2.7262, -0.3316, 2.1629)  0.454

---

Density functional theory data (the ωB97M-V functional and the def2-TZVPD basis) for an isolated molecule of C4H7NO2 in a non-equilibrium geometry.

Output
Energy relative to the best compared isomer or geometry (same formula, charge and spin), kJ/mol: 708.2
Orbital gap (alpha / beta), eV: 8.402 / 8.457
Maximum force, eV/Å: 5.0

Last column: Mulliken charge in e.
Cartesian coordinates (Å):
C (-1.2862, -1.2046, -0.3005)  -1.137
C (-0.5053, 0.0386, -0.1734)  0.803
N (-0.6046, 1.1652, 0.4390)  -0.396
O (-1.8830, 1.2413, 0.9511)  -0.381
C (0.7131, 0.1713, -0.8707)  -0.427
C (2.2279, 0.3024, 0.2291)  -0.180
O (1.9653, -1.0103, 0.3536)  -0.556
H (-2.3133, -0.8809, -0.4253)  0.400
H (-1.0158, -1.9275, -1.0780)  0.368
H (-1.2110, -1.7216, 0.6564)  0.274
H (-1.8281, 2.0488, 1.4642)  0.364
H (0.6422, 0.0976, -1.9560)  0.352
H (3.1981, 0.6227, -0.1973)  0.281
H (1.8779, 1.0586, 0.9459)  0.235

---

Density functional theory data (the ωB97M-V functional and the def2-TZVPD basis) for a structure of composition C7H19NO3Tl in a non-equilibrium geometry.

Output
Total charge: +3
Energy relative to the best compared isomer or geometry (same formula, charge and spin), kJ/mol: 0.0
Orbital gap, eV: 3.919
Maximum force, eV/Å: 2.5

Last column: Mulliken charge in e.
Cartesian coordinates (Å):
Tl (1.6880, 1.5183, -1.0069)  0.934
C (3.4692, -0.5522, 1.7995)  -0.757
O (2.1404, -0.6507, 1.2193)  -0.145
C (1.1568, -0.8765, 2.1838)  -0.648
C (-0.1485, -1.2053, 1.4807)  -0.583
N (-0.6987, -0.0370, 0.8604)  0.183
C (-1.8209, -0.0685, -0.0091)  -0.354
C (-2.3684, 1.2899, -0.3381)  -0.748
O (-1.3502, 2.0255, -0.9590)  -0.176
C (-1.8068, 3.2753, -1.5145)  -0.677
H (4.1585, -0.5486, 0.9603)  0.336
H (3.6562, -1.4602, 2.3839)  0.367
H (3.5985, 0.3395, 2.4189)  0.347
H (1.0254, 0.0050, 2.8375)  0.448
H (1.4243, -1.6893, 2.8731)  0.488
H (-0.8418, -1.6287, 2.2474)  0.436
H (-0.0965, -1.9695, 0.7002)  0.337
H (-0.7376, 0.7740, 1.5023)  0.435
H (-2.5806, -0.7284, 0.4856)  0.440
H (-1.6025, -0.6901, -0.8994)  0.161
H (-2.7413, 1.8376, 0.5412)  0.497
H (-3.2409, 1.1040, -0.9864)  0.459
H (-0.9509, 3.7648, -1.9650)  0.276
H (-2.1867, 3.9150, -0.7051)  0.360
H (-2.6225, 3.1029, -2.2229)  0.337
C (0.3427, -1.8099, -2.6037)  -0.684
O (1.1507, -1.1949, -1.5937)  -0.295
H (0.9172, -1.9165, -3.5308)  0.293
H (0.0375, -2.8084, -2.2817)  0.357
H (-0.5614, -1.2261, -2.7881)  0.304
H (1.5910, -1.8907, -1.0896)  0.272

---

Density functional theory data (the ωB97M-V functional and the def2-TZVPD basis) for a structure of composition C14H24BrIrN4O2 in a non-equilibrium geometry.

Output
Total charge: +1
Energy relative to the best compared isomer or geometry (same formula, charge and spin), kJ/mol: 0.0
Orbital gap (alpha / beta), eV: 4.694 / 6.422
Maximum force, eV/Å: 4.3
Multiplicity: 6

Last column: Mulliken charge in e.
Cartesian coordinates (Å):
Ir (1.0153, -0.0201, -0.2095)  1.682
N (2.8714, -0.2207, -1.0064)  -0.489
C (3.3816, 0.7910, -2.0052)  -0.459
C (2.4091, 1.2522, -3.0465)  -0.962
N (1.0375, 1.4795, -2.4921)  0.207
C (0.8071, 2.8425, -1.9366)  -0.811
C (0.1261, 2.8932, -0.5563)  -0.700
N (0.7999, 2.0603, 0.5164)  -0.623
C (-0.0872, 0.9222, -3.2706)  -0.826
C (-1.2455, 0.3602, -2.4174)  -0.767
N (-0.9031, -0.3295, -1.1264)  -0.710
H (3.6083, -0.2007, -0.3137)  0.452
H (2.9290, -1.1529, -1.4077)  0.308
H (4.3257, 0.4068, -2.4101)  0.490
H (3.6611, 1.6597, -1.4059)  0.348
H (2.3270, 0.6010, -3.9280)  0.469
H (2.7865, 2.2129, -3.4302)  0.319
H (0.1318, 3.3982, -2.6333)  0.316
H (1.7919, 3.3446, -1.9544)  0.474
H (-0.8945, 2.4922, -0.6533)  0.241
H (0.0521, 3.9318, -0.2211)  0.496
H (0.2619, 2.0695, 1.3769)  0.252
H (1.6995, 2.4658, 0.7616)  0.323
H (0.3450, 0.1449, -3.9380)  0.487
H (-0.5452, 1.7032, -3.9009)  0.308
H (-1.8479, -0.3353, -3.0386)  0.430
H (-1.9419, 1.1926, -2.1641)  0.334
H (-1.0174, -1.3423, -1.2276)  0.336
H (-1.5982, -0.0508, -0.4305)  0.301
Br (-4.8308, -4.0312, 5.3102)  -0.116
C (-3.5779, -3.1587, 4.2095)  0.157
C (-2.8811, -3.9621, 3.2993)  -0.531
C (-1.9728, -3.3427, 2.4562)  -0.651
C (-1.7581, -1.9510, 2.5112)  0.447
C (-2.4518, -1.1692, 3.4354)  -0.302
C (-3.3629, -1.7741, 4.3107)  -0.434
C (-0.8186, -1.4164, 1.4604)  0.631
O (-0.7351, -0.1213, 1.3638)  -0.949
O (-0.1938, -2.2306, 0.7515)  -0.763
H (-3.1021, -5.0198, 3.2391)  0.431
H (-1.3721, -3.9025, 1.7555)  0.419
H (-2.2818, -0.0900, 3.4281)  0.370
H (-3.9151, -1.1814, 5.0519)  0.409
C (2.1491, -0.3564, 1.5170)  -1.093
H (1.9597, -1.1398, 2.2846)  0.314
H (2.8584, 0.2750, 2.0851)  0.434

---

Number 1: total energy -10217.0298 eV. Number 2: total energy -9279.5582 eV. Number 3: total energy -5212.5666 eV. Number 4: total energy -10725.5741 eV. Number 5: total energy -9839.9393 eV. Number 6: total energy -19856.6458 eV. Number 7: total energy -97830.9824 eV.